Record 1
{
  "formula": "C12H17N",
  "method": "ωB97M-V/def2-TZVPD",
  "elements": ["C", "C", "C", "N", "C", "C", "C", "C", "C", "C", "H", "H", "H", "H", "H", "H", "H", "H", "H", "C", "C", "C", "H", "H", "H", "H", "H", "H", "H", "H"],
  "xyz": [[3.4643, 0.6684, 0.5228], [2.1551, 0.9736, 1.1300], [1.5408, 0.7697, 2.3041], [0.1964, 1.0897, 2.2290], [-0.1653, 1.4451, 0.9412], [-1.3610, 1.8169, 0.3334], [-1.3364, 2.0911, -1.0210], [-0.2089, 1.7470, -1.7950], [0.9296, 1.2525, -1.2054], [1.0353, 1.3160, 0.1875], [3.6890, -0.2941, 0.0805], [4.2639, 0.8799, 1.2265], [3.5390, 1.3959, -0.2745], [1.8963, 0.4032, 3.2320], [-0.5289, 0.9179, 2.9493], [-2.2200, 1.9374, 1.0132], [-2.2893, 2.4232, -1.3894], [-0.3234, 1.4931, -2.8558], [1.7265, 0.6269, -1.6606], [-1.4714, -1.6859, -1.7400], [-1.9628, -2.5719, -0.5064], [-1.0639, -2.1241, 0.6582], [-1.2332, -2.2861, -2.6153], [-2.1786, -0.8978, -1.8470], [-0.5017, -1.3153, -1.4873], [-1.8438, -3.6271, -0.6951], [-3.0211, -2.4130, -0.3309], [-1.1975, -1.0563, 0.7653], [-0.0532, -2.3284, 0.3446], [-1.4757, -2.6477, 1.5063]],
  "lowdin_charge": [-0.063, -0.213, -0.066, 0.059, -0.236, -0.047, -0.099, -0.110, -0.060, -0.129, 0.079, 0.076, 0.072, 0.111, 0.168, 0.117, 0.095, 0.106, 0.126, -0.092, -0.274, -0.120, 0.064, 0.054, 0.032, 0.082, 0.088, 0.047, 0.073, 0.063],
  "total_charge": 0,
  "homo_ev": -8.0,
  "gap_ev": 8.9
}


Record 2
{
  "formula": "C4H10NS2",
  "method": "ωB97M-V/def2-TZVPD",
  "elements": ["C", "C", "C", "C", "N", "S", "S", "H", "H", "H", "H", "H", "H", "H", "H", "H", "H"],
  "xyz": [[0.0591, 1.5127, 3.3826], [-1.2565, 0.9052, -0.4798], [0.5253, -0.8780, -1.0034], [-0.3081, -0.1762, 0.0458], [0.7331, 0.4825, 0.9862], [-0.5751, 1.8190, 4.7076], [-1.0184, -1.4312, 1.2599], [-1.0494, -2.5017, 0.3227], [-2.1580, 0.6268, -0.0427], [-0.8212, 1.9109, -0.2707], [-1.4477, 0.8342, -1.5122], [1.1796, -1.5920, -0.6626], [1.2183, -0.1821, -1.5671], [-0.1975, -1.4495, -1.5781], [1.1753, 1.1562, 0.4229], [0.4304, 1.0205, 1.9387], [1.4492, -0.1582, 1.2369]],
  "lowdin_charge": [-0.490, -0.036, -0.097, -0.786, 0.064, 0.903, 0.771, -0.058, 0.048, 0.112, 0.078, 0.049, 0.127, 0.096, 0.118, -0.021, 0.122],
  "total_charge": 1,
  "homo_ev": -13.4,
  "gap_ev": 8.9
}


Record 3
{
  "formula": "C9H16ClN2",
  "method": "ωB97M-V/def2-TZVPD",
  "elements": ["C", "C", "C", "C", "C", "C", "C", "C", "C", "N", "N", "Cl", "H", "H", "H", "H", "H", "H", "H", "H", "H", "H", "H", "H", "H", "H", "H", "H"],
  "xyz": [[-1.2155, -0.3411, -0.0315], [-0.5319, 0.8794, -3.4558], [0.3419, 1.8450, -2.6216], [-0.0246, -1.5691, 3.0630], [1.2283, -0.6468, 3.0552], [-0.7886, -0.3683, -2.6053], [0.4603, 1.1541, -1.2597], [-1.1586, -0.7223, 2.4285], [1.4359, -0.1650, 1.6914], [-0.6261, 0.1619, -1.1674], [-0.6424, -0.4248, 1.0972], [2.0626, -1.2464, 0.5331], [-2.0129, -0.9606, -0.1784], [-1.4073, 1.3218, -3.7550], [0.1317, 0.6328, -4.2934], [1.2824, 2.0283, -3.1105], [-0.1772, 2.7666, -2.5935], [0.2061, -2.4168, 2.5074], [-0.2568, -1.8038, 4.0438], [1.2175, 0.2411, 3.7317], [2.1077, -1.2247, 3.2982], [-1.8483, -0.7295, -2.7084], [0.0232, -0.9283, -2.7773], [1.4383, 0.6605, -1.4086], [0.4831, 1.8512, -0.3137], [-2.1077, -1.1662, 2.4699], [-1.0934, 0.2537, 2.9843], [1.4723, 0.9175, 1.3766]],
  "lowdin_charge": [-0.117, -0.143, -0.149, -0.130, -0.220, -0.066, -0.179, -0.140, -0.436, -0.061, 0.013, 0.791, 0.128, 0.083, 0.123, 0.110, 0.097, 0.091, 0.100, 0.145, 0.123, 0.152, 0.077, 0.092, 0.152, 0.113, 0.145, 0.103],
  "total_charge": 1,
  "homo_ev": -12.8,
  "gap_ev": 8.3
}


Record 4
{
  "formula": "C39H58BCl2F3GeN6O6S2Y",
  "method": "ωB97M-V/def2-TZVPD",
  "elements": ["Y", "C", "C", "C", "C", "O", "Ge", "O", "C", "C", "C", "C", "O", "C", "C", "C", "C", "H", "H", "H", "H", "H", "H", "H", "H", "H", "H", "H", "H", "H", "H", "H", "H", "H", "H", "H", "H", "H", "H", "H", "H", "H", "H", "H", "C", "C", "N", "C", "C", "C", "O", "O", "C", "O", "C", "C", "C", "F", "C", "C", "C", "N", "C", "C", "N", "C", "C", "H", "H", "H", "H", "H", "H", "H", "H", "H", "H", "H", "H", "H", "H", "H", "H", "H", "H", "F", "B", "F", "Cl", "C", "Cl", "H", "H", "S", "C", "N", "C", "C", "C", "C", "C", "C", "H", "H", "H", "H", "H", "S", "C", "N", "C", "C", "N", "H", "H", "H", "H", "H", "H"],
  "xyz": [[-1.1846, 1.1018, 1.4495], [-0.2497, -2.6637, 1.0383], [-1.6431, -2.4267, 1.5962], [-1.8543, -3.3487, 2.7984], [-2.7231, -2.6900, 0.5496], [-1.7130, -1.0434, 1.9995], [-3.2649, -0.4419, 3.0749], [-3.5047, 0.8853, 1.6461], [-4.7602, 1.5995, 1.5704], [-4.6956, 2.8018, 2.5052], [-5.9304, 0.6942, 1.9586], [-4.9556, 2.0640, 0.1373], [-2.0254, 0.8275, 3.7471], [-1.4869, 0.6785, 5.0887], [-2.6250, 0.3056, 6.0371], [-0.4185, -0.4097, 5.1138], [-0.8910, 2.0095, 5.5193], [-0.1642, -3.6875, 0.6681], [0.4946, -2.5155, 1.8258], [-0.0340, -1.9636, 0.2345], [-1.7222, -4.3893, 2.4976], [-2.8616, -3.2472, 3.2043], [-1.1326, -3.1274, 3.5838], [-2.6488, -3.7028, 0.1500], [-2.6434, -1.9725, -0.2677], [-3.7131, -2.5815, 1.0003], [-4.4551, 2.4892, 3.5227], [-5.6483, 3.3346, 2.5116], [-3.9128, 3.4862, 2.1699], [-5.9027, 0.4318, 3.0168], [-5.9134, -0.2245, 1.3683], [-6.8763, 1.2047, 1.7744], [-4.1768, 2.7811, -0.1361], [-5.9203, 2.5673, 0.0484], [-4.9401, 1.2180, -0.5509], [-3.0140, -0.6950, 5.8314], [-3.4407, 1.0260, 5.9473], [-2.2708, 0.3139, 7.0680], [-0.8151, -1.3470, 4.7249], [-0.0833, -0.5765, 6.1388], [0.4475, -0.1192, 4.5205], [-1.6562, 2.7861, 5.4997], [-0.0707, 2.2941, 4.8641], [-0.5062, 1.9290, 6.5372], [5.9178, -2.2598, 2.3190], [5.8399, -0.8535, 1.7445], [4.4811, -0.5032, 1.2980], [3.7034, 0.2369, 2.0993], [2.4013, 0.5675, 1.8428], [1.7306, 1.4708, 2.8587], [2.3960, 1.8798, 3.7886], [0.4905, 1.7379, 2.6278], [1.7885, 0.0963, 0.6541], [0.5828, 0.2678, 0.3378], [2.6523, -0.6513, -0.2577], [2.1469, -1.0686, -1.4969], [2.9442, -1.7791, -2.3428], [2.4838, -2.1543, -3.5533], [4.2568, -2.1342, -2.0025], [4.7575, -1.7175, -0.7921], [3.9751, -0.9567, 0.0903], [5.0977, -2.8878, -2.8792], [4.5338, -4.1028, -3.4444], [5.6633, -4.9808, -3.9476], [6.4435, -4.2120, -4.9841], [6.9501, -2.8983, -4.4478], [5.7848, -2.1022, -3.8931], [6.9405, -2.4718, 2.6295], [5.6142, -3.0149, 1.5935], [5.2723, -2.3481, 3.1928], [6.5274, -0.7163, 0.9112], [6.1144, -0.1241, 2.5026], [4.1436, 0.6066, 3.0179], [1.1360, -0.8011, -1.7777], [5.7661, -2.0102, -0.5392], [3.8342, -3.9019, -4.2688], [3.9884, -4.6474, -2.6751], [5.2918, -5.8908, -4.4146], [6.3582, -5.2314, -3.1490], [5.8382, -4.0340, -5.7882], [7.2240, -4.7729, -5.3255], [7.4494, -2.3726, -5.2592], [7.6674, -3.1355, -3.6647], [5.1105, -1.8067, -4.7138], [6.1787, -1.1900, -3.4483], [-0.1918, 2.7157, -1.9074], [-0.5140, 3.1117, -0.6301], [0.5426, 3.3912, 0.1654], [-1.0278, 6.9217, 1.9943], [-2.0985, 5.7100, 2.7033], [-1.2810, 4.1607, 2.9634], [-2.9389, 5.5544, 2.0375], [-2.4214, 6.0695, 3.6725], [-2.9958, 0.9995, -3.8127], [-2.5787, 1.0085, -2.1332], [-1.9486, -0.0152, -1.6758], [-1.7424, -0.9391, -2.7045], [-1.1243, -2.1849, -2.5851], [-1.0087, -2.9872, -3.7025], [-1.5034, -2.5794, -4.9459], [-2.1287, -1.3565, -5.0845], [-2.2397, -0.5515, -3.9550], [-2.8496, 1.8544, -1.5201], [-0.7606, -2.5218, -1.6266], [-0.5402, -3.9585, -3.6073], [-1.4126, -3.2336, -5.8026], [-2.5321, -1.0403, -6.0369], [-1.8526, 4.5395, -0.5455], [-2.4133, 4.8210, -2.1370], [-1.8827, 4.3980, -3.2728], [-2.6123, 4.8850, -4.4485], [-3.7999, 5.6445, -3.8136], [-3.5028, 5.5447, -2.3818], [-1.0612, 3.8137, -3.2981], [-2.9347, 4.0515, -5.0687], [-1.9772, 5.5395, -5.0421], [-4.7568, 5.1764, -4.0374], [-3.8370, 6.6845, -4.1289], [-4.0440, 5.9850, -1.6584]],
  "lowdin_charge": [1.558, -0.032, -0.673, -0.049, -0.027, -0.433, 1.092, -0.442, -0.682, -0.025, -0.068, -0.038, -0.423, -0.665, -0.064, -0.010, -0.049, 0.098, 0.098, 0.043, 0.096, 0.062, 0.076, 0.097, 0.057, 0.080, 0.088, 0.100, 0.040, 0.059, 0.090, 0.095, 0.041, 0.098, 0.087, 0.058, 0.089, 0.095, 0.061, 0.100, 0.074, 0.069, 0.048, 0.099, -0.054, -0.171, -0.014, 0.059, 0.000, -0.574, 0.086, -0.207, -0.264, -0.127, -0.030, 0.097, -0.186, 0.077, -0.162, 0.078, -0.105, -0.100, -0.147, -0.079, 0.066, -0.081, -0.138, 0.087, 0.070, 0.088, 0.118, 0.129, 0.156, 0.127, 0.120, 0.129, 0.151, 0.142, 0.143, 0.185, 0.186, 0.142, 0.143, 0.141, 0.146, 0.074, -1.032, 0.095, 0.542, -0.996, 0.647, -0.006, 0.037, 1.076, -0.481, 0.069, -0.302, -0.031, -0.072, -0.074, -0.078, -0.463, 0.029, 0.087, 0.107, 0.109, 0.113, 1.015, -0.655, 0.065, -0.093, -0.091, 0.048, 0.133, 0.106, 0.126, 0.124, 0.125, 0.154],
  "s2": 0.7521,
  "spin_multiplicity": 2,
  "total_charge": 2,
  "homo_ev": [-10.6, -12.0],
  "gap_ev": [6.1, 7.4]
}


In the order shown, the computed energy relative to the best compared isomer or geometry (same formula, charge and spin) values come out to 1.565 2.034 3.497 2.245 eV.